[1]
C13H17N3O4 | wB97M-V/def2-TZVPD

Each line ends with the Löwdin charge.
Cartesian coordinates (Å):
N1 3.401 2.961 -0.416  0.1371
C1 3.189 1.748 0.226  -0.5005
O1 2.843 1.599 1.392  0.0249
C2 3.522 0.559 -0.667  -0.0727
C3 3.298 -0.771 0.077  -0.3040
N2 4.187 -1.856 -0.346  0.0537
C4 1.804 -1.143 -0.076  -0.4598
O2 1.373 -1.901 -0.910  0.0967
N3 1.029 -0.514 0.843  0.1208
C5 -0.425 -0.603 0.755  -0.2073
C6 -1.043 0.090 -0.475  -0.0831
C7 -2.521 0.344 -0.253  -0.2470
C8 -2.917 1.280 0.710  -0.0593
C9 -4.234 1.558 0.867  -0.0897
C10 -5.213 0.921 0.059  -0.0935
C11 -4.807 0.008 -0.848  -0.0832
C12 -3.430 -0.295 -1.029  -0.0359
C13 -0.709 -2.061 0.821  -0.4749
O3 -0.252 -2.757 1.694  0.1154
O4 -1.542 -2.574 -0.154  0.0827
H1 3.445 3.845 0.112  0.1185
H2 3.837 2.939 -1.369  0.1242
H3 2.921 0.556 -1.609  0.1430
H4 4.557 0.677 -0.973  0.1188
H5 3.479 -0.559 1.167  0.1537
H6 3.785 -2.302 -1.148  0.0593
H7 4.252 -2.547 0.421  0.0927
H8 1.479 0.207 1.479  0.1511
H9 -0.837 -0.158 1.664  0.1584
H10 -0.944 -0.487 -1.364  0.1038
H11 -0.488 1.045 -0.590  0.1370
H12 -2.160 1.730 1.415  0.1346
H13 -4.568 2.309 1.584  0.1040
H14 -6.251 1.214 0.200  0.1032
H15 -5.441 -0.478 -1.569  0.0988
H16 -3.133 -1.034 -1.773  0.1188
H17 -1.484 -3.552 0.083  0.1596

Force components x, y, z for each atom (eV/Å):
N 0.39 -0.19 -0.18
C 0.43 0.45 -0.49
O 0.14 0.98 -0.67
C -0.65 -0.48 -0.43
C 0.14 -0.22 0.82
N 0.12 0.46 1.05
C 0.69 0.95 1.37
O -0.17 -0.48 -0.64
N 0.26 1.55 0.69
C 0.47 0.42 -0.65
C 0.06 0.92 1.10
C 1.70 0.47 0.15
C 1.23 -0.02 0.91
C -1.60 0.32 -0.01
C 0.15 1.20 1.25
C 1.30 -1.08 -1.54
C -1.67 0.05 -0.01
C -0.84 -1.63 -0.02
O -0.34 0.01 -0.45
O 1.10 -1.19 1.61
H -0.14 -0.98 -0.45
H -0.73 0.11 1.66
H 0.33 0.25 0.63
H 0.29 -0.22 0.04
H -0.07 -0.31 -1.07
H -0.23 -0.44 -0.39
H -0.13 0.49 -0.83
H -0.75 -1.31 -1.24
H 0.06 -0.05 -0.03
H 0.47 -0.49 -0.55
H -0.42 -0.39 -0.07
H -0.81 -0.35 -1.05
H 0.14 -0.24 -0.07
H 0.15 -0.23 -0.18
H -0.67 -0.04 0.20
H -0.01 0.24 0.19
H -0.39 1.44 -0.64

Results
SMILES   NC(=O)C[C@H](N)C(=O)N[C@@H](Cc1ccccc1)C(=O)O
Lowest unoccupied orbital energy   0.56 eV
Energy   -970.863110 a.u.
Orbital gap   9.701 eV
Relative energy (zero: lowest compared OMol25 entry of this formula, charge and spin)   15.8 kcal/mol
Charge   0



[2]
C4H5NO3 | wB97M-V/def2-TZVPD

Each line ends with the Löwdin charge.
Cartesian coordinates (Å):
C1 -1.421 1.840 1.516  -0.0238
C2 -0.686 0.684 0.752  -0.4112
C3 -0.004 -0.344 1.255  0.0136
C4 0.608 -1.041 0.147  -0.2827
O1 1.467 -2.021 0.159  -0.0063
N1 0.500 -0.019 -0.975  -0.1269
O2 0.359 -0.424 -2.137  0.0593
O3 -0.640 0.855 -0.524  0.0647
H1 -0.652 2.748 1.598  0.1184
H2 -1.812 1.368 2.450  0.0621
H3 -2.540 2.308 1.078  0.1513
H4 0.042 -0.587 2.419  0.1740
H5 0.994 0.179 -2.718  0.2076

Force components x, y, z for each atom (eV/Å):
C -1.51 0.96 -0.69
C -2.14 2.68 1.95
C 0.03 -1.60 2.81
C 4.87 -2.14 0.57
O -4.46 4.30 -0.85
N 0.51 0.13 6.74
O 1.12 0.18 -6.79
O 0.72 -0.24 -2.43
H -1.89 -2.05 0.25
H 0.99 0.87 -0.23
H 3.65 -1.58 0.48
H 0.01 0.34 -3.13
H -1.91 -1.85 1.32

Results
SMILES   Cc1cc(=O)n(O)o1
Lowest unoccupied orbital energy   0.42 eV
Energy   -435.707555 a.u.
Orbital gap   9.714 eV
Relative energy (zero: lowest compared OMol25 entry of this formula, charge and spin)   133.6 kcal/mol
Charge   0



[3]
C5H9NO | wB97M-V/def2-TZVPD

Each line ends with the Löwdin charge.
Cartesian coordinates (Å):
N1 1.270 1.925 2.175  0.0219
C1 1.248 0.612 1.675  -0.1926
C2 0.926 0.362 0.384  -0.1624
C3 0.147 -0.733 -0.205  -0.2391
C4 -0.694 -0.402 -1.459  -0.1774
C5 -1.907 -1.323 -1.607  -0.2608
O1 -2.515 -1.432 -2.642  0.0426
H1 0.974 2.054 3.125  0.0735
H2 1.032 2.647 1.521  0.0762
H3 1.030 -0.162 2.396  0.1063
H4 1.183 1.167 -0.317  0.1042
H5 -0.617 -1.031 0.526  0.1110
H6 0.823 -1.508 -0.657  0.1282
H7 -0.083 -0.460 -2.368  0.1241
H8 -1.095 0.606 -1.465  0.1099
H9 -1.723 -2.324 -1.082  0.1345

Force components x, y, z for each atom (eV/Å):
N 1.45 -0.70 0.06
C -2.85 0.35 -1.01
C 1.29 1.85 0.07
C -0.10 -1.29 -1.17
C -0.67 1.36 0.53
C 3.33 -3.06 -1.98
O -1.11 1.08 0.45
H 0.12 0.07 -0.08
H -0.14 0.03 0.14
H 0.25 -0.04 0.40
H -0.30 0.07 0.16
H 0.72 -0.87 0.04
H -0.67 -0.20 1.30
H -0.37 -0.24 0.04
H 0.08 0.55 0.22
H -1.04 1.03 0.84

Results
SMILES   N/C=C/CCC=O
Lowest unoccupied orbital energy   0.54 eV
Energy   -325.820320 a.u.
Orbital gap   8.449 eV
Relative energy (zero: lowest compared OMol25 entry of this formula, charge and spin)   73.6 kcal/mol
Charge   0